<A>
ORCA calculation (ωB97M-V with the def2-TZVPD basis set) on one molecule with the formula C4H11ClN2.

CARTESIAN COORDINATES (ANGSTROEM)
C -1.265 0.544 -1.048
C -0.108 -0.178 -0.158
C -0.066 -1.676 -0.497
C -0.462 -0.140 1.373
N 1.112 0.614 -0.507
N 1.238 1.799 0.094
Cl 2.650 -0.374 -0.144
H -0.974 1.499 -1.467
H -1.485 0.035 -1.973
H -2.102 0.620 -0.397
H -0.110 -1.853 -1.685
H -0.985 -2.229 -0.116
H 0.948 -2.159 -0.123
H 0.292 -0.552 2.115
H -0.577 0.848 1.921
H -1.471 -0.728 1.607
H 1.244 1.750 1.086
H 2.120 2.180 -0.081

Charge   0
SMILES   CC(C)(C)N(N)Cl
Spin multiplicity   1
HOMO-LUMO gap   9.86 eV



<B>
ORCA calculation (ωB97M-V with the def2-TZVPD basis set) on a 2-piece molecular cluster, C4H11ClN2 overall.

CARTESIAN COORDINATES (ANGSTROEM)
H 1.547 1.179 -2.364
N 1.525 0.718 -1.429
N 0.372 0.390 -1.106
C 0.076 -0.285 0.138
C 1.371 -0.758 0.818
C -0.603 0.604 1.134
C -0.905 -1.407 -0.231
H 1.516 -0.825 1.887
H 1.618 -1.719 0.500
H 2.128 -0.143 0.441
H -1.356 1.300 0.587
H -0.135 1.399 1.788
H -1.139 -0.090 1.813
H -1.933 -0.830 -0.355
H -0.771 -2.004 -1.096
H -1.149 -2.013 0.578
Cl -1.303 3.273 -2.656
H -0.947 2.063 -2.528

Charge   0
SMILES   [H]/N=N/C(C)(C)C.Cl
Spin multiplicity   1
HOMO-LUMO gap   9.96 eV



It comes down to <B>, which is 71.9 kJ/mol more stable than the next structure.



<A>
ORCA calculation (ωB97M-V with the def2-TZVPD basis set) on C2H3BrO2 as an isolated structure.

CARTESIAN COORDINATES (ANGSTROEM)
C -0.225 0.741 -0.220
C 0.767 -0.287 0.132
O -0.071 1.138 1.056
O 0.444 -1.399 0.595
Br 2.662 0.068 -0.097
H 0.173 1.499 -0.958
H -1.217 0.198 -0.244
H 0.729 -1.493 1.520

Charge   0
Spin multiplicity   1
HOMO-LUMO gap (spin up / spin down)   9.77 / 9.77 eV



<B>
ORCA calculation (ωB97M-V with the def2-TZVPD basis set) on one molecule with the formula C2H3BrO2.

CARTESIAN COORDINATES (ANGSTROEM)
O 0.362 -1.750 -1.487
C 0.466 -0.751 -0.804
C -0.621 0.408 0.101
O -0.492 0.092 1.433
Br 0.502 2.089 -0.342
H 1.385 -0.252 -0.414
H -1.697 0.725 -0.193
H 0.095 -0.561 1.707

Charge   0
SMILES   O=C[C@@H](O)Br
Spin multiplicity   1
HOMO-LUMO gap   10.32 eV



It comes down to <B>, which is 93.3 kJ/mol more stable than the next structure.



<A>
ORCA calculation (ωB97M-V with the def2-TZVPD basis set) on a 2-piece molecular cluster, CH4NO3 overall.

CARTESIAN COORDINATES (ANGSTROEM)
N -1.245 1.103 0.056
C -0.840 -0.225 -0.357
O 0.340 -0.533 -0.049
O -1.684 -0.921 -0.931
H -1.430 1.879 -0.556
H -0.602 1.414 0.770
H 2.280 0.645 1.685
H 1.945 -0.095 0.432
O 2.732 0.244 0.935

Charge   -1
Spin multiplicity   1
HOMO-LUMO gap   8.36 eV



<B>
ORCA calculation (ωB97M-V with the def2-TZVPD basis set) on a 2-piece molecular cluster, CH4NO3 overall.

CARTESIAN COORDINATES (ANGSTROEM)
C 1.181 -0.319 -0.879
N -1.497 -0.264 0.675
O -1.130 1.130 1.059
O 1.277 0.432 0.099
O 0.172 -0.543 -1.531
H 2.326 -0.686 -1.126
H -0.883 -0.791 1.222
H -0.084 1.293 0.881
H -1.361 -0.252 -0.399

Charge   -1
Spin multiplicity   1
HOMO-LUMO gap   9.08 eV



It comes down to <A>, which is 266.8 kJ/mol more stable than the next structure.



<A>
ORCA calculation (ωB97M-V with the def2-TZVPD basis set) on a 2-piece molecular cluster, C2H6NO3 overall.

CARTESIAN COORDINATES (ANGSTROEM)
C 0.910 1.822 -1.363
N 0.074 1.009 -0.534
C 0.551 -0.274 -0.102
O 0.081 -0.614 1.010
O 1.304 -0.969 -0.826
H 0.709 1.503 -2.492
H 0.560 2.831 -1.485
H 2.042 1.840 -1.197
H -0.308 1.618 0.300
H -1.432 -1.195 1.504
H -2.886 -0.925 0.832
O -2.381 -1.170 1.699

Charge   0
Spin multiplicity   2
HOMO-LUMO gap (spin up / spin down)   11.35 / 6.41 eV



<B>
ORCA calculation (ωB97M-V with the def2-TZVPD basis set) on a 2-piece molecular cluster, C2H6NO3 overall.

CARTESIAN COORDINATES (ANGSTROEM)
O 1.260 1.641 1.030
C 1.408 0.458 0.702
N 0.510 -0.337 0.132
C 0.081 -2.004 -0.393
O -0.911 -2.153 -1.159
H 2.237 -0.047 1.197
H -0.080 -0.002 -0.621
H 0.187 -2.431 0.609
H 1.046 -2.043 -0.903
H -1.778 1.490 -0.876
H -1.137 2.073 0.378
O -1.947 2.098 -0.150

Charge   0
Spin multiplicity   2
HOMO-LUMO gap (spin up / spin down)   10.74 / 6.36 eV



It comes down to <A>, which is 141.5 kJ/mol more stable than the next structure.